Density functional theory data (ωB97M-V/def2-TZVPD) for a structure of composition C30H45IrN9OPS2.

## Properties
DFT total energy in hartree: -2979.21500
Orbital gap (alpha / beta) in eV: 7.205 / 5.680
Energy above the lowest of the compared OMol25 structures with the same formula, charge and spin in kJ/mol: 123.5
E_HOMO (alpha / beta) in Eh: -0.551 / -0.572
Net charge: +3
2S+1: 6
E_LUMO (alpha / beta) in eV: -7.78 / -9.90
Expectation value of S²: 8.775

Atoms and positions in Å:
Ir 0.783 -0.641 1.334
C 3.116 3.311 0.429
C 2.010 2.607 1.158
N 1.794 1.360 0.947
N 2.609 0.668 0.071
C 3.345 -0.254 0.705
S 2.996 -0.749 2.335
S 4.579 -1.110 -0.110
C 4.786 -0.208 -1.688
C 3.911 -0.675 -2.817
C 4.318 -1.745 -3.610
C 3.573 -2.125 -4.717
C 2.411 -1.436 -5.043
C 1.992 -0.376 -4.250
C 2.735 0.000 -3.139
C 1.279 3.315 2.241
C 2.052 4.195 3.001
C 1.561 4.780 4.157
C 0.273 4.498 4.582
C -0.526 3.661 3.821
C -0.047 3.084 2.646
O -0.692 0.527 2.230
H 3.128 2.986 -0.611
H 4.085 3.043 0.858
H 3.001 4.390 0.476
H 5.838 -0.380 -1.919
H 4.661 0.852 -1.479
H 5.244 -2.262 -3.385
H 3.916 -2.938 -5.342
H 1.849 -1.711 -5.926
H 1.103 0.179 -4.518
H 2.429 0.851 -2.543
H 3.073 4.398 2.711
H 2.193 5.442 4.732
H -0.113 4.934 5.493
H -1.539 3.474 4.151
C -4.126 3.898 0.970
N -3.888 2.390 1.196
C -3.523 1.764 -0.171
N -2.386 2.423 -0.691
C -2.641 3.840 -0.903
N -3.014 4.504 0.341
C -1.987 4.963 1.152
P -1.097 1.937 1.768
C -2.889 1.985 2.237
C -1.124 2.030 -0.079
H -4.348 4.355 1.933
H -5.007 3.936 0.327
H -4.786 2.008 1.503
H -4.394 1.915 -0.809
H -3.342 0.703 -0.006
H -3.464 3.931 -1.614
H -1.764 4.327 -1.322
H -2.280 5.400 2.097
H -1.134 5.390 0.642
H -3.078 2.529 3.161
H -3.069 0.925 2.432
H -0.913 0.997 -0.374
H -0.319 2.658 -0.454
C -4.897 -3.342 -0.691
C -3.470 -3.292 -1.246
C -2.707 -2.156 -0.726
N -2.117 -1.257 -0.316
H -5.395 -4.236 -1.060
H -5.474 -2.478 -1.017
H -4.896 -3.379 0.398
H -3.475 -3.212 -2.335
H -2.920 -4.200 -0.994
C -0.658 -5.237 0.968
N 0.197 -4.051 1.047
C 0.357 -3.474 2.372
C 0.693 -3.442 -0.039
N 1.083 -2.159 0.009
N 0.795 -4.133 -1.193
C 0.965 -3.416 -2.453
C 1.315 -5.508 -1.215
H -1.553 -5.059 1.565
H -0.154 -6.121 1.359
H -0.950 -5.422 -0.061
H 0.014 -4.196 3.109
H -0.269 -2.576 2.507
H 1.399 -3.237 2.580
H 1.575 -1.879 -0.832
H 2.004 -3.112 -2.617
H 0.318 -2.541 -2.486
H 0.679 -4.084 -3.263
H 1.493 -5.871 -0.208
H 2.267 -5.509 -1.748
H 0.626 -6.177 -1.728

Results of the Löwdin charge analysis, in e, for atoms 1 through 6: 1.22, 0.01, -0.25, -0.12, -0.06, -1.14